C6H16N4 | the ωB97M-V functional and the def2-TZVPD basis

XYZ file:
```
26
Properties=species:S:1:pos:R:3:forces:R:3
H -2.89880 -3.86939 1.07067 1.24 0.02 1.14
C 1.25600 -2.68187 0.09498 2.98 -0.45 1.31
N 0.74449 -0.42082 -0.00093 -0.62 -2.77 0.72
C 1.16914 -1.46229 -0.84380 -0.57 -1.27 -0.27
H -2.15154 -2.99812 2.52134 0.23 -0.65 -0.28
H -0.00076 -2.06274 1.54802 -0.77 2.59 2.16
H -1.01546 6.00392 -1.07961 0.85 -0.06 0.13
H 0.66069 0.39054 -0.47552 0.31 3.74 -2.17
H 0.54242 -1.71183 -1.83920 0.79 0.79 2.02
C 0.22000 4.66333 -0.14302 -2.03 0.31 -1.12
H 1.13956 4.37950 0.24842 1.78 0.55 0.71
H 2.25887 -2.60163 0.77041 -2.48 -0.02 -1.48
H -0.61253 -4.73993 0.26454 -0.16 2.90 1.29
C -0.44723 2.24233 -1.07365 0.59 -1.26 0.97
N -0.04437 5.74259 -0.87429 0.43 -0.12 0.04
N 0.27189 3.21578 -1.25154 -0.02 0.72 -1.39
H 1.33151 -3.62604 -0.38275 0.31 -0.71 -0.87
H 0.70699 6.12657 -1.42124 -0.16 0.58 -0.13
H -0.62978 4.37640 0.42154 -0.48 -0.46 0.76
H -0.84168 2.07611 -0.07567 -0.73 -0.10 0.12
H 0.73356 3.48820 -2.13658 -0.18 -0.43 0.34
C -2.00414 -3.82429 1.80150 -0.30 -0.17 -1.57
C -0.78193 -3.73968 0.93539 0.02 -2.44 -0.45
H -1.90523 -4.85070 2.21795 -0.46 0.72 0.27
H 2.17862 -1.29267 -1.28310 -0.23 0.21 0.06
N 0.11970 -2.82329 0.98613 -0.33 -2.21 -2.30
```
Positions in Å, forces in eV/Å.

Computed properties:
* E_HOMO (alpha / beta): -14.69 / -14.69 eV
* charge: +2
* Kohn-Sham gap (alpha / beta): 4.1 / 4.1 eV
* DFT total energy: -12417.7361 eV
* energy relative to the best compared isomer or geometry (same formula, charge and spin): 8.282 eV
* spin multiplicity: 1